1.
Density functional theory data (ωB97M-V/def2-TZVPD) for a 2-piece molecular cluster, CH5S3 overall at a distorted geometry.

Computed properties:
Energy above the lowest of the compared OMol25 structures with the same formula, charge and spin, kcal per mole: 3.96
LUMO, eV: 3.617
HOMO level, eV: -2.56
E, eV: -33625.132
Total charge: -1

Element x y z (Å)
S1 2.69146 0.53041 0.41944
H1 2.20173 -0.61552 0.90844
C1 -1.20112 -0.77469 -0.22870
S2 -1.36015 0.95667 0.41514
S3 -0.13820 2.06564 -0.80209
H2 -1.04404 -0.78192 -1.30187
H3 -0.38805 -1.26879 0.30093
H4 -2.14915 -1.22820 0.06606
H5 1.38752 1.11641 0.22264

***

2.
Density functional theory data (ωB97M-V/def2-TZVPD) for an isolated molecule of C17H18F3N3O3.

Computed properties:
Energy above the lowest of the compared OMol25 structures with the same formula, charge and spin, kcal per mole: 0.00
LUMO, eV: -0.203
HOMO level, eV: -9.64
E, eV: -36688.303
Structure (SMILES): CC1(C)C(=O)N(c2ccc(C#N)c(C(F)(F)F)c2)C(=O)N1CCCCO
Total charge: 0

Element x y z (Å)
C1 0.14984 2.40938 2.80812
H1 0.65073 2.19092 3.74763
H2 0.22166 3.47663 2.61523
H3 -0.90017 2.13762 2.89530
C2 0.80738 1.64963 1.65031
N1 0.47076 0.24026 1.66130
C3 -0.29875 -0.11399 0.62023
O1 -0.79232 -1.19379 0.39659
N2 -0.46097 1.03157 -0.20569
C4 0.17514 2.12058 0.34351
O2 0.23646 3.23080 -0.11304
C5 -1.15366 1.02997 -1.42797
C6 -1.75600 2.19804 -1.89523
C7 -2.40700 2.20134 -3.10970
C8 -2.49085 1.04080 -3.88443
C9 -1.90066 -0.12981 -3.40178
C10 -1.22946 -0.13268 -2.18950
H4 -0.78376 -1.04895 -1.83804
C11 -1.92596 -1.43781 -4.14870
F1 -0.67697 -1.84294 -4.45496
F2 -2.45981 -2.41894 -3.40125
F3 -2.60888 -1.41876 -5.29346
C12 -3.16883 1.12929 -5.12521
N3 -3.72461 1.28653 -6.11396
H5 -2.86508 3.10725 -3.47635
H6 -1.69859 3.10408 -1.31563
C13 0.81117 -0.67456 2.73337
H7 0.86163 -0.10126 3.66070
H8 0.00913 -1.41108 2.81606
C14 2.13895 -1.41003 2.51422
H9 2.94214 -0.68411 2.37989
C15 2.12161 -2.36729 1.32098
H10 1.69228 -1.86777 0.45046
H11 3.14817 -2.64176 1.07045
C16 1.35130 -3.66538 1.59159
O3 0.00312 -3.48276 1.93060
H12 -0.42096 -2.94552 1.24183
H13 1.79974 -4.18966 2.44097
H14 1.43971 -4.31238 0.70515
H15 2.35006 -1.97876 3.42147
C17 2.31262 1.91530 1.60579
H16 2.78540 1.31191 0.83414
H17 2.76924 1.69341 2.56661
H18 2.47505 2.96470 1.37242

***

3.
Density functional theory data (ωB97M-V/def2-TZVPD) for a 2-piece molecular cluster, C3H5FOS overall at a distorted geometry.

Computed properties:
Energy above the lowest of the compared OMol25 structures with the same formula, charge and spin, kcal per mole: 1.67
LUMO, eV: 0.474
HOMO level, eV: -10.80
E, eV: -18791.829
Structure (SMILES): O=C=S.CCF
Total charge: 0

Element x y z (Å)
C1 0.40099 1.36762 -2.43616
C2 0.20258 -0.89895 0.30432
C3 -0.38604 -0.17464 1.57805
O1 0.03709 2.32212 -1.86554
F1 -1.64439 0.38719 1.36381
S1 0.71196 0.21307 -3.44296
H1 -0.09835 -1.93938 0.11482
H2 -0.24664 -0.29662 -0.42055
H3 1.28328 -0.98165 0.36370
H4 0.22015 0.67595 1.80475
H5 -0.48062 -0.67471 2.63576

***

4.
Density functional theory data (ωB97M-V/def2-TZVPD) for an isolated ion of composition C5H12NO and charge -1 at a distorted geometry.

Computed properties:
Energy above the lowest of the compared OMol25 structures with the same formula, charge and spin, kcal per mole: 36.04
LUMO, eV: 3.743
HOMO level, eV: -2.22
E, eV: -8915.501
Structure (SMILES): CN[C@@H](C)CC[O-]
Total charge: -1

Element x y z (Å)
C1 -0.26039 -1.11851 -2.13662
N1 -1.16468 -0.57080 -1.11386
C2 -0.48337 0.30255 -0.09023
C3 1.00447 0.07379 0.11584
C4 1.54732 0.77588 1.47931
O1 1.56245 0.06407 2.60912
C5 -1.27624 0.21100 1.21629
H1 0.45414 -0.36270 -2.45245
H2 0.14092 -2.03291 -1.69441
H3 -0.86028 -1.56565 -2.93915
H4 -1.82621 0.04631 -1.55723
H5 -0.65414 1.32673 -0.50321
H6 1.71381 0.27505 -0.69122
H7 1.25868 -0.96447 0.36110
H8 0.91323 1.68477 1.41397
H9 2.58875 1.17661 1.31342
H10 -0.85553 0.96513 1.85883
H11 -2.35124 0.43123 1.05106
H12 -1.45169 -0.71809 1.75946

***

5.
Density functional theory data (ωB97M-V/def2-TZVPD) for a 5-piece molecular cluster, C24H42O12S4 overall at a distorted geometry.

Computed properties:
LUMO, eV: 0.257
HOMO level, eV: -8.77
E, eV: -93470.029
Structure (SMILES): C#C[C@H]1[C@H](CCO)OC(=O)[C@@H]1O.O=S1(=O)CCCC1.O=S1(=O)CCCC1.O=S1(=O)CCCC1.O=S1(=O)CCCC1
Total charge: 0

Element x y z (Å)
C1 -0.14406 -1.97501 -1.75503
C2 0.81464 -2.57692 -0.88817
C3 1.91784 -2.83416 0.31734
C4 2.15685 -4.40676 0.71473
C5 0.87352 -5.25616 1.36686
C6 0.60737 -4.88723 2.95593
O1 1.43786 -5.68244 3.88459
O2 3.30282 -4.27780 1.67536
C7 4.18200 -3.18487 1.23295
O3 5.44449 -2.86152 1.52185
C8 3.42848 -2.22456 0.11715
O4 3.24994 -0.78551 0.43662
H1 -0.88969 -1.32009 -2.41881
H2 1.49848 -2.29232 1.26594
H3 2.60822 -5.10319 -0.14289
H4 1.19064 -6.39195 1.32129
H5 -0.13201 -5.06362 0.77933
H6 -0.52169 -5.11135 3.22165
H7 0.85999 -3.72835 3.09111
H8 2.12713 -5.05051 4.29684
H9 3.97660 -2.41880 -0.92400
H10 3.67800 -0.66386 1.35626
C9 -4.19568 2.15591 -0.89959
C10 -4.72808 1.74729 -2.27225
C11 -3.70923 0.79367 -2.89404
S1 -2.88462 -0.01467 -1.53086
O5 -1.49492 0.39135 -1.52710
O6 -3.28604 -1.40661 -1.48845
C12 -3.73390 0.86709 -0.23593
H11 -4.95871 2.66419 -0.30288
H12 -3.34789 2.84075 -1.02076
H13 -5.68936 1.23302 -2.15227
H14 -4.89898 2.61641 -2.91515
H15 -4.19324 0.04215 -3.52292
H16 -2.95587 1.33487 -3.47301
H17 -3.06015 1.03488 0.60602
H18 -4.58698 0.25883 0.07921
C13 -3.16909 -3.56023 2.34980
C14 -3.47920 -3.33233 3.82848
C15 -3.53632 -1.82295 4.05778
S2 -4.03628 -1.09986 2.50252
O7 -2.94161 -0.30103 1.99292
O8 -5.38281 -0.57914 2.62969
C16 -4.09578 -2.62660 1.58539
H19 -3.32095 -4.60383 2.05914
H20 -2.12325 -3.30036 2.14706
H21 -4.45114 -3.77925 4.07038
H22 -2.73196 -3.80200 4.47574
H23 -4.26326 -1.56070 4.83063
H24 -2.55369 -1.42026 4.31843
H25 -3.77939 -2.45615 0.55493
H26 -5.12737 -2.99042 1.60781
C17 6.53950 0.59035 -1.48618
C18 6.97070 1.01380 -2.88952
C19 6.00071 0.37249 -3.88043
S3 4.45636 0.16703 -3.00611
O9 4.19139 -1.24938 -2.86579
O10 3.47701 1.08963 -3.54475
C20 5.03215 0.79157 -1.43957
H27 7.04691 1.17346 -0.71214
H28 6.78239 -0.46722 -1.32814
H29 6.91583 2.10596 -2.97391
H30 8.00344 0.71986 -3.10151
H31 5.84103 1.00766 -4.75541
H32 6.34586 -0.61606 -4.19558
H33 4.55164 0.25104 -0.62231
H34 4.77812 1.85458 -1.38936
C21 -0.84996 6.57662 0.82624
C22 0.11696 5.64186 0.10106
C23 -0.70244 4.80686 -0.88150
S4 -2.11899 5.80200 -1.32279
O11 -3.31204 5.15316 -0.82103
O12 -1.99035 6.22984 -2.70151
C24 -1.73353 7.17717 -0.25699
H35 -0.32086 7.35143 1.38869
H36 -1.46023 6.00150 1.53282
H37 0.85676 6.23696 -0.44802
H38 0.66420 5.00313 0.80139
H39 -0.13057 4.56944 -1.78212
H40 -1.06644 3.88597 -0.41767
H41 -2.65301 7.61674 0.13330
H42 -1.18425 7.91548 -0.84880